[1]
A molecular structure, C44H64GaGeIN5P3 in a non-equilibrium geometry, computed with ωB97M-V with the def2-TZVPD basis set.

```
119
C44H64GaGeIN5P3 ωB97M-V with the def2-TZVPD basis set
Ga 1.13 0.92 -0.28
C -0.09 -0.18 -5.59
C -0.38 0.51 -4.26
C -1.68 -0.02 -3.66
P 1.01 0.39 -3.00
C 1.06 -1.45 -2.63
N -0.11 -1.87 -1.90
Ge -0.42 -1.10 -0.08
N -0.12 -1.90 1.67
C 1.05 -1.54 2.42
P 1.14 0.31 2.81
C 2.95 0.49 3.27
C 3.15 1.77 4.08
C 3.66 -0.71 3.90
C 0.20 0.52 4.44
C 0.68 -0.36 5.59
C -1.30 0.35 4.25
C -1.09 -2.76 2.09
C -1.14 -3.36 3.36
C -2.22 -4.13 3.72
C -3.30 -4.30 2.86
C -3.26 -3.74 1.60
C -2.14 -3.03 1.19
N -1.98 -2.52 -0.16
C -1.62 -3.52 -1.13
C -2.16 -4.79 -1.17
C -1.84 -5.65 -2.21
C -0.97 -5.23 -3.21
C -0.38 -3.98 -3.14
C -0.67 -3.11 -2.09
C -3.16 -1.79 -0.58
C -4.27 -2.38 -1.15
C -5.41 -1.63 -1.38
C -5.43 -0.29 -1.03
C -4.32 0.32 -0.50
C -3.15 -0.41 -0.29
N -1.95 0.10 0.14
C -1.85 1.37 0.80
P -0.81 2.66 -0.08
C -0.12 3.63 1.36
C 1.07 4.44 0.86
C -1.11 4.48 2.14
C -1.87 3.83 -1.11
C -2.04 3.27 -2.52
C -3.23 4.14 -0.50
C 2.54 0.61 -4.04
C 2.60 2.09 -4.44
C 3.84 0.20 -3.35
H -1.01 -0.23 -6.15
H 0.26 -1.21 -5.45
H 0.63 0.36 -6.19
H -0.48 1.58 -4.45
H -1.71 -1.10 -3.73
H -2.52 0.37 -4.22
H -1.79 0.26 -2.62
H 1.97 -1.63 -2.04
H 1.17 -2.00 -3.57
H 1.93 -1.71 1.78
H 1.17 -2.14 3.32
H 3.42 0.66 2.29
H 2.82 1.66 5.10
H 2.62 2.60 3.63
H 4.21 2.02 4.11
H 3.24 -0.99 4.85
H 4.70 -0.43 4.08
H 3.66 -1.58 3.25
H 0.40 1.57 4.71
H 0.58 -1.42 5.36
H 0.06 -0.16 6.46
H 1.70 -0.15 5.88
H -1.54 -0.60 3.77
H -1.74 1.16 3.68
H -1.79 0.35 5.22
H -0.33 -3.24 4.06
H -2.23 -4.60 4.70
H -4.16 -4.88 3.17
H -4.11 -3.85 0.94
H -2.84 -5.12 -0.40
H -2.28 -6.63 -2.25
H -0.74 -5.88 -4.03
H 0.31 -3.70 -3.93
H -4.26 -3.43 -1.41
H -6.28 -2.09 -1.83
H -6.33 0.29 -1.18
H -4.37 1.37 -0.24
H -1.29 1.22 1.73
H -2.84 1.75 1.05
H 0.27 2.84 2.03
H 0.77 5.25 0.21
H 1.77 3.78 0.31
H 1.61 4.88 1.70
H -1.44 5.33 1.54
H -0.63 4.88 3.03
H -1.98 3.91 2.46
H -1.26 4.74 -1.16
H -2.67 2.38 -2.51
H -1.07 3.01 -2.96
H -2.52 4.01 -3.16
H -3.92 3.31 -0.63
H -3.65 4.99 -1.03
H -3.18 4.40 0.55
H 2.41 -0.01 -4.93
H 2.63 2.73 -3.56
H 1.76 2.37 -5.06
H 3.51 2.28 -5.01
H 4.08 0.90 -2.56
H 4.64 0.24 -4.08
H 3.80 -0.81 -2.96
I 5.73 -2.69 0.44
C 5.16 -0.68 0.22
C 6.08 0.37 0.27
C 5.61 1.67 0.12
C 4.26 1.89 -0.07
N 3.38 0.88 -0.12
C 3.82 -0.36 0.02
H 7.12 0.18 0.45
H 6.29 2.51 0.16
H 3.86 2.89 -0.20
H 3.07 -1.15 -0.01
```

Properties
Spin multiplicity: 2
⟨S²⟩: 0.77
Frontier orbital gap (spin up / spin down) in eV: 6.25 / 3.68
Energy above the lowest of the compared OMol25 structures with the same formula, charge and spin in eV: 1.528
Charge: +3
Energy in Eh: -7311.41259
LUMO (spin up / spin down) in eV: -8.70 / -10.70

***

[2]
11 unconnected molecules or ions with the total composition C44H64N8O6S3 in a non-equilibrium geometry, computed with ωB97M-V with the def2-TZVPD basis set.

```
125
C44H64N8O6S3 ωB97M-V with the def2-TZVPD basis set
O -0.43 -0.89 -5.71
S -1.12 0.33 -5.38
O -2.55 0.25 -5.20
C -0.30 1.06 -3.96
C 0.90 1.79 -4.59
C 0.25 2.58 -5.75
C -0.68 1.62 -6.52
H -0.15 0.27 -3.26
H -1.12 1.72 -3.67
H 1.30 2.43 -3.81
H 1.62 1.00 -4.84
H 0.89 3.18 -6.45
H -0.25 3.42 -5.30
H -0.15 1.15 -7.33
H -1.58 2.00 -6.98
O -0.55 -3.47 -2.87
S -1.35 -4.37 -3.66
O -1.21 -5.82 -3.50
C -3.09 -3.96 -3.40
C -3.59 -4.06 -4.86
C -2.62 -3.22 -5.70
C -1.24 -4.00 -5.43
H -3.21 -2.99 -3.02
H -3.37 -4.76 -2.78
H -3.58 -5.10 -5.14
H -4.66 -3.75 -4.92
H -2.58 -2.18 -5.38
H -2.75 -3.12 -6.81
H -0.25 -3.58 -5.79
H -1.40 -5.00 -5.79
O -1.39 -3.95 5.70
S -1.33 -2.80 4.78
O -2.25 -2.88 3.64
C -1.50 -1.35 5.78
C -0.35 -0.48 5.27
C 0.84 -1.41 5.00
C 0.36 -2.55 4.17
H -1.35 -1.79 6.78
H -2.48 -0.84 5.64
H -0.62 0.01 4.36
H -0.01 0.29 6.00
H 1.35 -1.72 5.95
H 1.59 -0.82 4.50
H 0.93 -3.45 4.34
H 0.21 -2.43 3.14
C 2.05 3.75 2.89
C 1.78 3.33 4.21
C 2.26 2.03 4.31
N 2.72 1.64 3.04
C 2.59 2.71 2.18
H 1.81 4.74 2.44
H 1.32 3.92 4.99
H 2.30 1.33 5.13
H 3.01 0.68 2.82
H 2.64 2.59 1.12
C 2.64 3.44 -2.10
C 2.79 2.07 -1.94
C 1.61 1.55 -1.53
N 0.69 2.62 -1.41
C 1.39 3.77 -1.63
H 3.43 4.14 -2.30
H 3.59 1.44 -2.31
H 1.28 0.48 -1.45
H -0.15 2.55 -0.80
H 0.92 4.74 -1.44
C -0.52 -4.42 1.00
C 0.93 -4.24 0.98
C 1.41 -4.83 -0.14
N 0.37 -5.54 -0.74
C -0.80 -5.28 -0.04
H -1.17 -3.94 1.74
H 1.54 -3.60 1.62
H 2.42 -4.81 -0.55
H 0.36 -5.96 -1.66
H -1.69 -5.73 -0.31
C 3.17 -1.32 1.88
C 4.00 -2.09 2.78
C 5.30 -1.89 2.32
N 5.26 -0.91 1.38
C 3.99 -0.64 1.06
H 2.09 -1.33 1.73
H 3.75 -2.86 3.43
H 6.27 -2.14 2.75
H 6.04 -0.48 0.84
H 3.78 0.10 0.37
C -4.67 0.65 5.87
C -3.83 1.56 5.22
C -3.51 0.95 4.01
N -4.13 -0.26 3.90
C -4.86 -0.43 5.04
H -5.22 0.84 6.79
H -3.35 2.50 5.48
H -2.76 1.21 3.28
H -4.12 -0.80 3.07
H -5.47 -1.26 5.14
C -1.57 6.78 0.32
C -1.23 7.90 1.13
C -2.25 8.09 2.07
N -3.15 7.04 1.84
C -2.72 6.28 0.79
H -1.02 6.44 -0.52
H -0.28 8.52 1.04
H -2.38 8.72 2.96
H -3.87 6.80 2.50
H -3.34 5.47 0.48
C 3.54 -1.64 -4.42
C 4.42 -1.95 -3.36
C 3.59 -2.29 -2.34
N 2.33 -2.33 -2.77
C 2.27 -1.95 -4.10
H 3.75 -1.08 -5.34
H 5.50 -1.78 -3.28
H 3.93 -2.56 -1.35
H 1.47 -2.55 -2.32
H 1.40 -1.98 -4.77
C -1.22 0.47 0.40
C -2.10 1.59 0.32
C -1.63 2.55 1.16
N -0.48 2.03 1.73
C -0.22 0.75 1.29
H -1.22 -0.41 -0.22
H -2.88 1.80 -0.40
H -1.89 3.57 1.48
H 0.09 2.52 2.45
H 0.70 0.20 1.52
```

Properties
Spin multiplicity: 1
SMILES string: O=S1(=O)CCCC1.O=S1(=O)CCCC1.O=S1(=O)CCCC1.c1cc[nH]c1.c1cc[nH]c1.c1cc[nH]c1.c1cc[nH]c1.c1cc[nH]c1.c1cc[nH]c1.c1cc[nH]c1.c1cc[nH]c1
Frontier orbital gap in eV: 8.32
Energy above the lowest of the compared OMol25 structures with the same formula, charge and spin in eV: 0.000
Charge: 0
Energy in Eh: -3798.89302
LUMO in eV: 0.40

***

> The lowest energy above the lowest of the compared OMol25 structures with the same formula, charge and spin belongs to which entry?

C44H64N8O6S3

***

> Among the records above, which one has the highest spin multiplicity?

C44H64GaGeIN5P3